Entry 1:
This record from the Open Molecules 2025 dataset describes the molecule C7H14NOP at a distorted geometry. The level of theory is wB97M-V/def2-TZVPD.

Last column: Mulliken charge in e.
Geometry (Å):
1 C 0.80732 -1.83302 -1.38881  0.04
2 C 1.65234 -1.38658 -0.21113  -0.08
3 C 1.04377 -1.72333 1.07729  -0.63
4 C -0.32472 -1.04785 1.15803  -0.66
5 C -0.37288 0.54398 1.48117  -0.68
6 C -0.90325 1.49045 0.43169  -0.62
7 C -0.83949 1.91792 -2.50772  -1.13
8 N -0.02616 -1.31043 -2.10613  -0.49
9 O 1.33349 2.21981 -0.83436  -0.65
10 P 0.15678 1.41711 -1.05138  0.73
11 H 0.90537 -3.05627 -1.43190  0.23
12 H 2.75405 -1.68397 -0.30205  0.36
13 H 1.59226 -0.18783 -0.35293  -0.21
14 H 0.90699 -2.80172 0.84416  0.32
15 H 1.78297 -1.42098 1.90096  0.35
16 H -0.89736 -1.08193 0.22273  0.51
17 H -0.77122 -1.47818 2.09955  0.25
18 H -0.81877 0.87049 2.45748  0.37
19 H 0.79330 0.87714 1.75916  0.25
20 H -1.97718 1.38282 0.01491  0.32
21 H -0.81444 2.51541 0.90052  0.38
22 H -1.45859 2.84726 -2.23549  0.35
23 H -0.26900 2.06801 -3.34294  0.38
24 H -1.54737 1.09167 -2.69271  0.33

Cartesian forces (eV/Å) of the 2 atoms listed first:
C 1.274 -3.864 1.247
C 2.110 4.593 -2.542

Spin multiplicity ... 1
ΔE to the lowest compared entry with this formula, charge and spin ... 329.6 kJ/mol
Highest occupied orbital energy (spin up / spin down) ... -7.82 / -9.02 eV
Frontier orbital gap (spin up / spin down) ... 7.28 / 8.49 eV

***

Entry 2:
This record from the Open Molecules 2025 dataset describes C7H16N2O4SZn as an isolated structure at a distorted geometry. The level of theory is wB97M-V/def2-TZVPD.

Last column: Mulliken charge in e.
Geometry (Å):
1 C 0.19281 -3.42565 0.19995  -1.58
2 C -0.10392 -1.96958 -0.34112  0.14
3 N -1.44825 -1.62880 -0.06017  -0.28
4 C -1.89783 -0.26894 -0.37481  0.17
5 O -3.18109 -0.15584 0.23983  -0.41
6 S -3.39801 1.30704 0.89266  1.11
7 O -4.61967 1.82387 0.43148  -0.50
8 O -3.12468 1.28854 2.28031  -0.51
9 O -2.13408 1.92928 0.12388  -0.47
10 C -1.11251 0.89869 0.19578  -0.30
11 C 0.12979 1.42755 -0.51076  -0.81
12 C 1.43939 1.29362 0.27894  -0.32
13 C 2.46817 2.36876 -0.09876  -0.67
14 N 3.31797 1.97790 -1.20768  -0.35
15 H 0.04540 -3.31466 1.29679  0.33
16 H -0.46894 -4.17191 -0.23382  0.79
17 H 1.24835 -3.60861 -0.04956  0.51
18 H 0.19570 -1.95218 -1.39822  0.35
19 H 0.54172 -1.29126 0.21278  0.03
20 H -2.08334 -2.24977 -0.55652  0.31
21 H -2.09494 -0.15794 -1.44701  0.38
22 H -0.93085 0.77818 1.26768  0.50
23 H 0.25858 1.01550 -1.51389  0.29
24 H -0.04830 2.49302 -0.64633  0.58
25 H 1.91393 0.33142 0.06653  0.20
26 H 1.27653 1.35170 1.35569  0.46
27 H 3.10077 2.61669 0.75621  0.38
28 H 1.93342 3.27780 -0.40095  0.33
29 H 4.30397 2.14140 -1.03360  0.30
30 H 3.23166 1.00829 -1.49086  0.26
31 Zn 1.04824 -5.13413 1.76552  0.79

Cartesian forces (eV/Å) of the 2 atoms listed first:
C 0.565 -0.329 0.229
C -0.132 0.556 0.895

Spin multiplicity ... 1
Total charge ... +2
Highest occupied orbital energy ... -15.29 eV
Frontier orbital gap ... 1.98 eV

***

Entry 3:
This record from the Open Molecules 2025 dataset describes C14H13ClN4O8Pd as an isolated structure at a distorted geometry. The level of theory is wB97M-V/def2-TZVPD.

Last column: Mulliken charge in e.
Geometry (Å):
1 Pd -0.26666 0.85852 -0.89191  0.88
2 O 3.69259 1.27884 -0.31336  -0.63
3 C 2.49576 1.35062 -0.38668  0.03
4 N 1.62966 0.54606 -1.10430  -0.13
5 C 2.03273 -0.56135 -1.83934  0.07
6 O 3.15230 -0.93747 -2.05239  -0.62
7 C 0.83583 -1.29481 -2.39821  0.47
8 C 0.99089 -2.46164 -3.11046  -0.44
9 C -0.13824 -3.09593 -3.59908  -0.30
10 C -1.37988 -2.52762 -3.37032  -0.82
11 C -1.45650 -1.35714 -2.64083  -0.30
12 N -0.36597 -0.76060 -2.16187  -0.06
13 C 1.73571 2.42917 0.35428  0.48
14 C 2.38287 3.31487 1.18587  -0.50
15 C 1.63649 4.28206 1.83887  -0.26
16 C 0.27180 4.34103 1.61543  -0.84
17 C -0.30818 3.41601 0.76827  -0.21
18 N 0.41511 2.47400 0.16383  -0.07
19 H 1.99313 -2.84265 -3.24712  0.48
20 H -0.05489 -4.02495 -4.14756  0.43
21 H -2.28652 -2.99298 -3.73057  0.42
22 H -2.40264 -0.88650 -2.41886  0.55
23 H 3.45354 3.21224 1.29763  0.49
24 H 2.11053 4.98599 2.51042  0.43
25 H -0.34557 5.08460 2.09969  0.41
26 H -1.36742 3.41857 0.55938  0.54
27 O -4.11330 0.86666 0.75478  -0.73
28 Cl -2.74147 0.62307 0.46451  1.97
29 O -1.90886 1.00212 1.58147  -0.60
30 O -2.52339 -0.75867 0.12134  -0.58
31 O -2.33890 1.45713 -0.71754  -0.71
32 N -0.70822 -1.54847 3.36740  -0.58
33 C -0.80153 -2.61795 2.38538  -0.30
34 C -0.01273 -2.27103 1.13229  0.38
35 O 0.18252 -3.04648 0.23455  -0.61
36 O 0.41578 -1.00815 1.10254  -0.20
37 H -1.60468 -1.20861 3.67755  0.20
38 H 0.11144 -0.61487 1.94563  0.44
39 H -0.13825 -1.78980 4.16302  0.17
40 H -1.83220 -2.75368 2.05727  0.22
41 H -0.44270 -3.58016 2.74903  0.39

Cartesian forces (eV/Å) of the 2 atoms listed first:
Pd 0.201 0.880 -1.039
O 0.331 -0.054 0.017

Spin multiplicity ... 1
ΔE to the lowest compared entry with this formula, charge and spin ... 6.9 kJ/mol
Highest occupied orbital energy ... -9.49 eV
Frontier orbital gap ... 9.05 eV

***

Entry 4:
This record from the Open Molecules 2025 dataset describes the molecule C14H20N2O4S at a distorted geometry. The level of theory is wB97M-V/def2-TZVPD.

Last column: Mulliken charge in e.
Geometry (Å):
1 C 0.35874 -1.84961 -2.91129  -0.87
2 S -0.82463 -0.46024 -2.94444  -0.12
3 C 0.29709 0.77930 -3.76161  -0.69
4 C -0.02555 2.19275 -3.37961  -1.12
5 C 0.56957 2.74540 -2.05966  0.30
6 N 0.19209 1.94684 -0.91197  -0.07
7 C 0.81867 0.84112 -0.44516  -0.32
8 O 1.76513 0.33925 -1.07098  -0.70
9 C 0.30272 0.29496 0.85774  0.81
10 N -1.08749 0.65876 0.98093  -0.72
11 C 0.59878 -1.22194 0.89999  -0.46
12 C 0.11664 -1.95198 2.16971  0.03
13 C 0.79662 -1.69081 3.41155  -0.67
14 C 0.52102 -2.42588 4.53034  -0.53
15 C -0.47548 -3.44974 4.51584  0.61
16 O -0.67415 -4.25426 5.61024  -0.53
17 C -1.15486 -3.67220 3.32812  -0.48
18 C -0.85749 -2.94428 2.15231  -0.34
19 C 0.01891 4.14782 -1.82633  0.23
20 O -0.95128 4.40794 -1.17946  -0.56
21 O 0.71699 5.10298 -2.45528  -0.45
22 H -0.18182 -2.75869 -2.74065  0.37
23 H 0.81920 -1.97307 -3.87479  0.34
24 H 1.08676 -1.74721 -2.11516  0.22
25 H 0.09317 0.76022 -4.84244  0.43
26 H 1.33565 0.53668 -3.56027  0.39
27 H 0.29216 2.85396 -4.15833  0.44
28 H -1.10152 2.25824 -3.25302  0.32
29 H 1.65670 2.77560 -2.12848  0.47
30 H -0.64908 2.16884 -0.35290  0.39
31 H 0.90584 0.80248 1.66433  0.25
32 H -1.57752 0.01109 0.33334  0.25
33 H -1.43028 0.51982 1.93048  0.28
34 H 1.66943 -1.32948 0.79056  0.38
35 H 0.16016 -1.65043 -0.01209  -0.01
36 H 1.55824 -0.98294 3.42630  0.48
37 H 1.13923 -2.36711 5.42498  0.34
38 H -1.60540 -4.51072 5.54580  0.31
39 H -1.82542 -4.56532 3.37937  0.23
40 H -1.39986 -3.16054 1.24479  0.41
41 H 0.35057 5.94658 -2.20109  0.35

Cartesian forces (eV/Å) of the 2 atoms listed first:
C -0.421 0.238 0.153
S 0.999 0.020 -0.333

Spin multiplicity ... 1
ΔE to the lowest compared entry with this formula, charge and spin ... 2.0 kJ/mol
Highest occupied orbital energy ... -8.43 eV
Frontier orbital gap ... 9.10 eV

***

Entry 5:
This record from the Open Molecules 2025 dataset describes the molecule C5H7NOS at a distorted geometry. The level of theory is wB97M-V/def2-TZVPD.

Last column: Mulliken charge in e.
Geometry (Å):
1 C 2.86010 -0.04829 0.45076  -0.77
2 S 1.35797 -0.91428 -0.27766  -0.11
3 C -0.10012 -0.24505 0.14688  0.92
4 C -1.13790 -0.99784 -0.14093  -0.61
5 C -2.45398 -0.45211 0.11763  0.01
6 N -3.57520 -0.15687 0.11150  -0.44
7 C -0.27284 1.18975 0.48842  -0.70
8 O 0.31150 1.96366 -0.53106  -0.51
9 H 3.72307 -0.48589 -0.45000  0.27
10 H 3.13789 -0.34065 1.55898  0.28
11 H 2.81632 1.02627 0.08898  0.30
12 H -1.05593 -2.02807 -0.40000  0.40
13 H -1.32471 1.45873 0.71852  0.43
14 H 0.47642 1.51832 1.39665  0.22
15 H -0.33772 2.18971 -1.37924  0.33

Cartesian forces (eV/Å) of the 2 atoms listed first:
C 1.616 -0.857 -2.647
S 3.570 -1.046 -0.215

Spin multiplicity ... 1
ΔE to the lowest compared entry with this formula, charge and spin ... 340.7 kJ/mol
Highest occupied orbital energy ... -8.72 eV
Frontier orbital gap ... 9.18 eV

***

Entry 6:
This record from the Open Molecules 2025 dataset describes the molecule C26H34N6O2 at a distorted geometry. The level of theory is wB97M-V/def2-TZVPD.

Last column: Mulliken charge in e.
Geometry (Å):
1 C -1.91262 -4.46768 -1.75336  -1.31
2 C -2.36951 -3.01215 -1.71796  -0.42
3 O -2.44337 -2.49349 -0.40499  -0.41
4 C -1.28648 -2.19667 0.26147  0.63
5 C -1.43765 -1.84732 1.60365  -0.43
6 C -0.34222 -1.51231 2.36686  -0.73
7 C 0.94336 -1.52722 1.83106  0.57
8 C 2.09595 -1.18277 2.73996  -0.95
9 C 3.47240 -1.11231 2.08695  -1.13
10 N 3.57316 -0.03621 1.12445  -0.01
11 C 4.07671 -0.23137 -0.10606  0.01
12 O 4.47178 -1.31835 -0.48958  -0.70
13 C 4.22082 1.01660 -0.99358  0.65
14 C 4.13746 0.61598 -2.47969  -0.91
15 C 2.82095 1.06952 -3.11748  -1.15
16 C 1.64912 0.86299 -2.16815  -0.12
17 N 1.86118 1.60414 -0.93867  0.20
18 C 0.94572 1.56092 0.04260  0.89
19 N 1.31590 1.93224 1.28320  -0.51
20 C 0.41383 1.96576 2.25089  -1.08
21 N -0.86873 1.68180 2.18807  -0.69
22 C -1.24146 1.29903 0.96366  0.54
23 C -0.39897 1.19698 -0.15615  0.36
24 N -1.14404 0.81203 -1.24367  -0.53
25 C -2.36629 0.69046 -0.80344  0.35
26 N -2.48733 0.97117 0.52968  0.75
27 C -3.68273 0.94721 1.32472  -0.88
28 C -4.71269 1.96908 0.84158  -1.02
29 C -5.45559 1.53279 -0.42097  -0.59
30 C -4.58529 1.45918 -1.67536  -0.90
31 C -3.54033 0.33701 -1.63769  -1.07
32 C 3.19304 2.10853 -0.70429  -1.64
33 C 1.08650 -1.87637 0.49893  -0.47
34 C -0.01099 -2.20174 -0.28380  -0.42
35 H -2.58318 -5.07908 -1.15427  0.32
36 H -1.92390 -4.82971 -2.77782  0.41
37 H -0.90722 -4.56932 -1.35291  0.31
38 H -1.72749 -2.38052 -2.34356  0.34
39 H -3.39358 -2.94064 -2.09672  0.43
40 H -2.42874 -1.84896 2.03025  0.46
41 H -0.48275 -1.23544 3.40178  0.37
42 H 1.88199 -0.21974 3.21424  0.26
43 H 2.14070 -1.93058 3.53784  0.49
44 H 3.71755 -2.04355 1.57068  0.49
45 H 4.22234 -0.95242 2.87302  0.43
46 H 3.08900 0.81918 1.36764  0.27
47 H 5.22214 1.40307 -0.77257  0.60
48 H 4.97211 1.04144 -3.03813  0.32
49 H 4.22482 -0.47118 -2.53562  0.37
50 H 2.64070 0.49881 -4.02899  0.42
51 H 2.87775 2.12266 -3.39951  0.40
52 H 0.70757 1.18507 -2.62146  0.59
53 H 1.55148 -0.20373 -1.93063  -0.14
54 H 0.78530 2.27760 3.21985  0.49
55 H -3.36986 1.17446 2.34665  0.53
56 H -4.11513 -0.05915 1.29717  0.35
57 H -5.44217 2.11818 1.64010  0.41
58 H -4.21076 2.92314 0.66583  0.36
59 H -6.26348 2.24514 -0.60576  0.37
60 H -5.91415 0.55603 -0.24586  0.27
61 H -4.08134 2.41547 -1.83191  0.37
62 H -5.23951 1.28660 -2.53286  0.39
63 H -3.17304 0.13833 -2.64480  0.43
64 H -3.99835 -0.57521 -1.24731  0.15
65 H 3.37968 2.95573 -1.37554  0.53
66 H 3.24486 2.48393 0.31733  0.50
67 H 2.06177 -1.91628 0.04153  0.50
68 H 0.15317 -2.45520 -1.31917  0.35

Cartesian forces (eV/Å) of the 2 atoms listed first:
C -0.076 0.375 0.157
C 0.046 -0.270 -0.334

Spin multiplicity ... 1
ΔE to the lowest compared entry with this formula, charge and spin ... 0.0 kJ/mol
Highest occupied orbital energy ... -7.78 eV
Frontier orbital gap ... 8.55 eV